Entry 1:
56
Properties=species:S:1:pos:R:3:lowdin_charge:R:1 method="wB97M-V/def2-TZVPD" lumo_energy_ev="-5.761 / -7.286" spin_multiplicity=5 total_charge=+2 fmax_ha_per_bohr=0.0768 homo_lumo_gap_ev="8.260 / 7.101"
Os -0.985 0.118 -0.327 1.698
Cl 1.232 -3.313 2.029 0.657
Cl 3.067 -0.915 1.873 0.664
P -4.774 0.840 -2.623 0.933
P -4.727 -2.720 -0.669 0.993
O 0.524 -0.948 0.355 -0.253
O -0.475 -0.138 2.177 0.005
C -1.967 -1.998 -0.618 -0.290
C -4.802 1.266 -4.379 -0.155
C -5.687 2.134 -1.793 -0.139
C -6.044 -1.588 -1.393 -0.281
C -2.951 0.857 -0.541 -0.385
C 1.487 -1.589 2.397 -0.955
C 0.094 1.705 -0.685 -0.288
C -3.069 0.714 -2.115 -0.412
C -4.979 -4.243 -1.604 -0.163
C -5.617 -3.091 0.894 -0.167
C -3.369 -1.087 1.169 -0.182
C -2.254 -1.908 -2.092 -0.262
C -2.364 -0.557 -2.780 -0.197
C -5.752 -0.743 -2.652 -0.262
C -3.920 -0.009 0.221 -0.257
C 0.424 -0.820 1.637 -0.746
C -3.157 -2.332 0.300 -0.354
H -6.005 -4.555 -1.358 0.072
H -4.121 -1.313 1.938 0.110
H -2.962 -0.797 -3.671 0.096
H -3.084 1.922 -0.265 0.110
H -6.042 1.830 -0.803 0.068
H -2.908 -3.216 0.905 0.136
H -4.268 -5.030 -1.318 0.087
H -4.782 0.537 0.650 0.132
H -2.455 -0.748 1.691 0.097
H -4.353 -0.537 -0.626 0.006
H -5.829 1.582 -4.628 0.080
H 1.078 1.302 -0.992 0.039
H -6.843 -2.316 -1.642 0.116
H -3.135 -2.530 -2.336 0.065
H -1.441 -2.479 -2.570 0.139
H -2.493 1.595 -2.480 0.127
H -4.939 -3.563 1.614 0.078
H -6.439 -3.775 0.644 0.071
H -1.104 -2.646 -0.387 0.095
H -5.365 -1.379 -3.473 0.106
H -5.998 -2.157 1.327 0.070
H -6.430 -0.964 -0.566 0.101
H -0.285 2.422 -1.435 0.029
H 1.364 -1.419 3.467 0.084
H -1.364 -0.298 -3.180 0.128
H 0.205 2.210 0.294 0.046
H -4.530 0.405 -5.006 0.074
H -4.895 -4.048 -2.684 0.070
H -4.105 2.093 -4.569 0.084
H -6.542 2.404 -2.422 0.080
H -5.042 3.018 -1.683 0.091
H -6.744 -0.397 -2.993 0.115

---

Entry 2:
17
Properties=species:S:1:pos:R:3:lowdin_charge:R:1 method="wB97M-V/def2-TZVPD" lumo_energy_ev=0.265 spin_multiplicity=1 total_charge=0 fmax_ha_per_bohr=0.1332 homo_lumo_gap_ev=8.415
O 0.110 2.065 3.063 -0.008
C 0.430 1.245 2.093 -0.132
C -0.431 -0.712 -2.260 -0.115
C -0.284 -0.586 0.708 -0.066
C 1.033 -0.465 -0.079 -0.189
C 0.529 0.099 -1.390 -0.305
C -0.534 0.188 1.781 -0.143
H -0.016 1.163 -1.078 0.166
H -1.453 0.046 2.300 0.080
H 0.014 -1.722 -2.294 0.071
H -1.308 -0.892 -1.627 0.046
H -0.839 1.746 3.405 0.145
H -1.169 -1.203 0.498 0.113
H 1.598 0.182 0.406 0.027
H 1.490 -1.359 -0.385 0.105
H 1.444 0.338 -1.831 0.076
H -0.613 -0.132 -3.311 0.132

---

Entry 3:
5
Properties=species:S:1:pos:R:3:lowdin_charge:R:1 method="wB97M-V/def2-TZVPD" lumo_energy_ev=-2.488 smiles="O=CP=S" spin_multiplicity=1 total_charge=0 fmax_ha_per_bohr=0.1364 homo_lumo_gap_ev=6.976
S 2.082 -1.227 0.169 0.081
P 1.147 0.548 0.126 0.475
O -1.436 1.200 0.298 -0.140
C -0.668 0.172 -0.062 -0.478
H -1.126 -0.693 -0.531 0.061

---

Entry 4:
15
Properties=species:S:1:pos:R:3:lowdin_charge:R:1 method="wB97M-V/def2-TZVPD" lumo_energy_ev=0.270 smiles=Cc1c(CO)no[n+]1[O-] spin_multiplicity=1 total_charge=0 fmax_ha_per_bohr=0.0728 homo_lumo_gap_ev=9.575
O 0.127 -2.690 -1.456 0.036
O -0.163 -0.626 -2.431 0.031
O 0.810 1.956 0.753 -0.085
N 0.082 -1.471 -1.295 -0.211
N -0.193 0.670 -2.047 0.152
C -0.062 -0.755 -0.268 -0.217
C -0.269 0.584 -0.724 -0.244
C -0.486 1.703 0.165 -0.193
C 0.311 -1.347 1.051 0.013
H 0.734 2.472 1.589 0.106
H 0.681 -0.525 1.680 0.079
H 1.067 -2.129 0.895 0.092
H -0.790 2.659 -0.444 0.155
H -0.589 -1.891 1.517 0.119
H -1.259 1.389 1.015 0.167

---

Entry 5:
49
Properties=species:S:1:pos:R:3:lowdin_charge:R:1 method="wB97M-V/def2-TZVPD" lumo_energy_ev=-3.131 spin_multiplicity=1 total_charge=+1 fmax_ha_per_bohr=0.0457 homo_lumo_gap_ev=7.135
K -2.980 0.558 0.733 0.951
O -4.884 1.566 -0.813 -0.150
O -2.569 -1.527 -0.692 0.009
O -1.902 -3.014 -2.260 0.079
O -0.855 0.607 -0.668 -0.050
N -5.691 0.222 1.507 0.044
N -0.456 -1.372 -1.750 0.074
C -1.730 -1.922 -1.496 -0.438
C 5.362 1.929 0.014 0.063
C -6.149 0.290 2.766 -0.114
C -0.694 -3.269 -3.037 -0.083
C 1.412 0.146 -1.199 -0.044
C -7.452 0.719 3.064 -0.046
C 5.988 -0.137 1.155 -0.321
C 7.663 1.784 0.935 -0.061
C -7.874 0.862 0.709 0.000
C 4.732 -0.658 1.063 0.060
C -8.332 0.996 2.019 -0.043
C 1.836 1.322 -0.679 0.112
C -0.022 -0.160 -1.167 -0.366
C -6.529 0.505 0.510 -0.279
C 0.318 -2.216 -2.662 -0.099
C 7.101 -0.964 1.768 -0.063
C 6.288 1.196 0.687 -0.318
C -5.924 0.568 -0.862 -0.177
H 2.070 -0.553 -1.725 0.108
H -0.949 -3.209 -4.100 0.137
H -6.690 0.880 -1.579 0.126
H 5.638 2.934 -0.295 0.068
H 7.887 1.894 2.003 0.086
H -5.483 -0.403 -1.133 0.127
H -8.490 1.033 -0.174 0.119
H -9.354 1.318 2.204 0.116
H 4.572 -1.664 1.444 0.060
H -5.459 0.016 3.571 0.115
H 8.470 1.182 0.501 0.086
H 0.667 -1.649 -3.532 0.140
H -0.333 -4.275 -2.797 0.138
H -4.781 1.974 -1.687 0.106
H -7.752 0.824 4.103 0.109
H 3.876 -0.086 0.718 0.030
H 7.894 -1.193 1.043 0.087
H 2.850 1.683 -0.805 0.043
H 7.588 -0.470 2.619 0.085
H 7.721 2.780 0.487 0.074
H 1.103 1.980 -0.210 0.091
H 1.190 -2.636 -2.146 0.134
H 4.405 1.523 -0.278 0.001
H 6.701 -1.915 2.125 0.073

---

Entry 6:
50
Properties=species:S:1:pos:R:3:lowdin_charge:R:1 method="wB97M-V/def2-TZVPD" lumo_energy_ev=-2.169 smiles=COc1ccc(-c2cc3ccccc3n2C[C@@H](O)C[NH2+]CCO)cc1 spin_multiplicity=1 total_charge=+1 fmax_ha_per_bohr=0.0181 homo_lumo_gap_ev=8.443
O -5.780 -0.659 0.415 -0.068
O 2.082 -1.017 -2.560 -0.014
O 3.660 -3.337 0.438 -0.049
N 2.046 -1.342 -0.021 0.054
N 0.394 1.020 -0.728 -0.003
C 1.639 1.479 -0.343 -0.226
C 1.588 1.763 1.049 -0.174
C 0.114 0.367 -1.975 -0.056
C -3.613 -0.751 1.262 0.016
C 3.890 2.226 -0.426 -0.071
C 3.855 2.492 0.946 -0.077
C -4.048 0.735 -0.579 0.002
C -2.720 1.117 -0.569 -0.029
C 2.791 1.725 -1.092 -0.019
C -0.424 0.997 0.389 -0.192
C 0.752 -1.048 -2.087 -0.295
C 2.174 -1.779 1.382 -0.093
C 0.276 1.433 1.481 0.045
C 2.718 2.272 1.691 -0.020
C -6.758 -0.120 -0.448 -0.070
C -4.512 -0.209 0.335 -0.270
C 0.815 -1.764 -0.724 -0.045
C -2.295 -0.361 1.268 -0.030
C -1.821 0.573 0.344 -0.195
C 2.635 -3.239 1.405 -0.217
H 4.145 -4.161 0.545 0.114
H -1.619 -0.775 2.003 0.113
H -7.689 -0.613 -0.178 0.099
H 2.996 -3.488 2.408 0.134
H -6.527 -0.332 -1.497 0.098
H 4.793 2.432 -0.979 0.108
H 2.100 -0.791 -3.496 0.119
H -4.717 1.191 -1.291 0.109
H -0.061 -1.513 -0.124 0.129
H -3.986 -1.469 1.973 0.124
H 2.826 1.542 -2.154 0.109
H 0.123 -1.642 -2.763 0.157
H 4.736 2.895 1.421 0.107
H 2.686 2.504 2.744 0.117
H 2.935 -1.154 1.855 0.144
H 1.807 -3.916 1.158 0.125
H -0.118 1.558 2.469 0.124
H -6.865 0.959 -0.306 0.100
H -2.388 1.882 -1.257 0.126
H 2.851 -1.750 -0.526 0.163
H 0.851 -2.843 -0.878 0.145
H 0.476 0.984 -2.803 0.143
H 2.128 -0.296 -0.098 0.134
H 1.229 -1.649 1.908 0.135
H -0.968 0.263 -2.069 0.121

---

Entry 7:
129
Properties=species:S:1:pos:R:3:lowdin_charge:R:1 method="wB97M-V/def2-TZVPD" lumo_energy_ev=0.124 spin_multiplicity=1 total_charge=0 fmax_ha_per_bohr=0.0471 homo_lumo_gap_ev=8.575
O -1.857 0.576 5.194 -0.084
O -1.374 1.430 2.503 -0.089
O -3.831 3.283 1.175 -0.076
O 1.309 -2.458 -1.408 -0.024
O 0.078 4.497 -2.228 -0.045
O -3.548 -3.923 -2.186 -0.047
O 0.531 2.202 5.649 -0.046
O 4.027 -1.962 3.821 -0.039
O -2.542 3.863 3.592 -0.045
O 2.948 4.975 3.274 -0.078
O -1.929 -6.010 0.670 -0.059
O 0.251 4.411 3.892 -0.085
O -2.466 4.475 -3.722 -0.070
N 1.753 -1.985 -2.667 -0.096
C 3.396 4.627 0.915 -0.048
C 3.139 -3.794 2.471 -0.059
C 2.516 0.156 -1.685 -0.030
C -1.053 -5.740 1.784 -0.474
C 3.819 4.307 2.333 -0.466
C 1.720 -0.524 -2.783 -0.503
C 3.310 -2.301 -4.555 -0.141
C -0.226 -0.239 1.412 -0.026
C 3.570 -0.785 -4.554 -0.158
C -3.129 -2.568 -2.323 -0.490
C -4.923 2.375 1.177 -0.483
C 2.246 -0.123 -4.157 -0.138
C -0.187 1.263 1.727 -0.443
C 4.098 -2.838 -2.217 -0.010
C -4.425 0.954 1.452 -0.050
C 3.791 2.852 2.734 -0.038
C -2.870 3.128 -3.995 -0.473
C -0.479 -4.329 1.680 -0.057
C -2.956 -1.901 -0.959 -0.057
C 2.863 -2.764 -3.189 -0.515
C 0.245 -0.113 -2.712 -0.024
C -1.900 2.520 -5.000 -0.058
C 2.373 -4.220 -3.349 -0.042
C 3.286 -2.294 2.653 -0.501
C -2.904 2.422 -2.645 -0.046
C -0.203 2.198 0.525 -0.036
C 3.864 -1.628 1.433 -0.060
C -1.820 -5.917 3.085 -0.061
C -4.232 -1.857 -3.111 -0.052
C -6.044 2.771 2.138 -0.054
H -2.155 -6.940 3.260 0.082
H -0.172 -0.310 -1.718 0.064
H -2.826 -5.927 1.009 0.075
H -0.070 -4.041 0.716 0.067
H 4.088 4.369 0.114 0.083
H 3.776 -3.325 -1.299 0.068
H 2.749 2.525 2.764 0.064
H 0.305 -4.287 2.444 0.061
H 2.012 -4.678 -2.427 0.075
H 2.487 4.064 0.659 0.070
H 3.877 -0.420 -5.534 0.110
H 0.526 -2.971 -1.642 0.095
H -5.254 0.241 1.436 0.083
H -3.285 1.396 -2.604 0.061
H 3.601 0.057 -1.726 0.073
H 0.016 0.934 -2.932 0.071
H -1.892 2.346 -2.239 0.052
H -2.211 -2.492 -2.921 0.125
H -1.645 2.365 2.481 0.050
H -4.367 -2.341 -4.078 0.079
H 2.372 0.965 -4.133 0.122
H -2.955 -0.813 -1.018 0.057
H 2.265 -1.887 2.728 0.124
H -5.919 2.263 3.099 0.076
H 3.841 -2.636 4.481 0.081
H -5.162 -1.911 -2.540 0.087
H 3.167 -4.873 -3.720 0.086
H -6.076 3.839 2.352 0.075
H -2.803 -4.424 -1.827 0.083
H 4.362 -1.814 -1.969 0.055
H -3.394 3.354 2.047 0.030
H -0.875 2.563 -4.635 0.068
H -1.047 1.060 5.445 -0.012
H 4.342 -0.481 -3.846 0.103
H 2.505 -3.936 1.591 0.068
H 0.670 2.211 -0.132 0.062
H -1.207 -3.593 2.032 0.081
H -1.784 4.437 3.803 0.041
H -1.010 1.936 -0.166 0.070
H 4.898 -1.909 1.201 0.091
H 3.084 5.669 0.814 0.079
H -0.223 -6.447 1.717 0.134
H -3.911 0.862 2.407 0.073
H -3.533 3.024 -1.990 0.081
H 1.561 -4.308 -4.078 0.085
H -3.739 0.673 0.652 0.056
H -1.985 3.068 -5.942 0.077
H -0.385 3.226 0.849 0.083
H 4.111 -4.262 2.308 0.089
H 0.149 3.471 4.132 0.007
H 3.074 5.926 3.182 0.104
H 0.678 1.525 2.351 0.112
H -0.439 -0.809 2.310 0.079
H -2.732 -5.310 3.011 0.086
H 2.387 1.248 -1.707 0.083
H -1.591 4.416 -3.307 0.033
H -5.275 2.439 0.147 0.126
H 3.909 -0.539 1.516 0.071
H 4.215 -2.827 -4.860 0.120
H 0.952 1.375 5.367 0.069
H 2.529 -2.537 -5.283 0.123
H -3.668 -2.267 -0.219 0.089
H 4.185 2.726 3.742 0.086
H -4.026 -0.797 -3.266 0.059
H 3.312 -1.838 0.516 0.050
H 4.345 2.213 2.049 0.083
H 4.896 -3.372 -2.725 0.084
H 2.614 -4.286 3.292 0.075
H -2.186 1.502 -5.284 0.077
H -0.941 -0.383 0.599 0.058
H 4.818 4.732 2.486 0.136
H -1.990 -2.213 -0.538 0.056
H -0.226 4.999 -1.459 0.063
H 1.184 4.516 3.598 0.012
H -1.274 -5.584 3.967 0.083
H 1.507 -0.303 -4.943 0.123
H -6.993 2.448 1.709 0.075
H -3.861 3.206 -4.441 0.135
H 0.929 4.889 -2.460 0.054
H 2.185 -0.108 -0.678 0.058
H -1.807 0.518 4.222 0.001
H -3.283 4.225 4.095 0.075
H 1.190 2.639 6.204 0.074
H 0.685 -0.611 0.925 0.060
H -0.416 -0.662 -3.389 0.085

---

Entry 8:
52
Properties=species:S:1:pos:R:3:lowdin_charge:R:1 method="wB97M-V/def2-TZVPD" lumo_energy_ev="-4.884 / -4.884" spin_multiplicity=3 total_charge=+1 fmax_ha_per_bohr=0.0046 homo_lumo_gap_ev="7.624 / 7.851"
V 0.266 -0.880 0.742 1.105
O -3.860 -1.832 -5.803 0.112
O -1.434 -2.675 3.784 0.167
O -3.710 1.653 -2.315 0.134
O -0.758 -0.104 -0.728 -0.095
O -2.695 -3.624 -5.493 0.110
O 0.910 0.860 1.169 -0.117
O 0.367 -3.881 -1.926 0.190
O 0.726 -2.320 -0.529 -0.064
O -1.002 -1.560 1.884 -0.125
O -1.636 2.145 -1.977 0.092
N 0.095 -2.786 -1.540 -0.247
N -0.319 2.749 1.301 -0.095
N -2.535 1.377 -2.259 -0.332
N 1.560 -1.744 2.209 0.024
N -3.036 -2.496 -5.216 -0.350
N 1.417 2.539 -0.256 -0.095
C -2.156 0.000 -2.605 -0.038
C -2.767 -0.574 -3.679 0.121
C 3.542 -2.422 3.328 -0.018
C 0.660 2.048 0.727 -0.438
C 1.404 -3.000 4.236 0.040
C 0.980 3.591 -1.173 -0.029
C 2.590 1.788 -0.681 -0.012
C -1.206 -0.671 -1.784 -0.221
C -0.877 -1.986 -2.217 -0.035
C -0.321 4.207 1.401 -0.017
C -1.472 -2.576 -3.338 0.111
C -1.280 2.048 2.154 0.002
C 2.788 -3.044 4.314 -0.008
C -0.659 -2.224 2.997 -0.495
C 0.836 -2.340 3.167 -0.159
C 2.891 -1.778 2.291 -0.075
C -2.402 -1.874 -4.043 -0.103
H -1.614 1.124 1.688 0.080
H -1.095 4.653 0.777 0.104
H 0.649 4.609 1.126 0.092
H -0.081 3.780 -1.066 0.069
H 1.137 3.232 -2.190 0.103
H 1.549 4.508 -1.027 0.103
H -2.144 2.695 2.279 0.105
H 3.272 2.472 -1.180 0.102
H -1.206 -3.578 -3.641 0.145
H -3.521 -0.037 -4.239 0.150
H -0.853 1.824 3.134 0.109
H 2.319 0.995 -1.386 0.101
H -0.512 4.473 2.440 0.103
H 3.102 1.353 0.173 0.091
H 4.621 -2.434 3.358 0.119
H 3.275 -3.554 5.134 0.124
H 3.440 -1.275 1.505 0.125
H 0.757 -3.454 4.974 0.136